ORCA calculation (ωB97M-V/def2-TZVPD) on an isolated molecule of C4H5NO.

Values from the calculation:
HOMO   -8.675 eV
DFT total energy   -285.318437 hartree
Structure (SMILES)   NC1=C[C@H]1C=O
Charge   0
Energy relative to the best compared isomer or geometry (same formula, charge and spin)   2.616 eV
LUMO   0.0331 hartree

Last columns: bonded neighbours and bond lengths (Å).
Cartesian coordinates (Å):
1 C 0.0735 0.8101 -0.4562  H3 1.098, C9 1.498, C10 1.506, C11 1.510
2 H 0.2578 -1.3684 2.2538  N7 1.013
3 H -0.0398 1.9009 -0.3962  C1 1.098
4 H 2.4203 0.1972 -0.1027  C11 1.075
5 H -1.2494 -1.0306 1.6177  N7 1.012
6 O -0.8975 -1.0124 -1.6493  C9 1.211
7 N -0.3215 -0.6710 1.8026  H2 1.013, H5 1.012, C10 1.367
8 H -1.1877 0.8777 -2.2917  C9 1.113
9 C -0.7120 0.1815 -1.5656  C1 1.498, O6 1.211, H8 1.113
10 C 0.2997 -0.0792 0.7381  C1 1.506, N7 1.367, C11 1.291
11 C 1.3566 0.1941 0.0496  C1 1.510, H4 1.075, C10 1.291

---

ORCA calculation (ωB97M-V/def2-TZVPD) on an isolated molecule of C2H5ClIN at a distorted geometry.

Values from the calculation:
HOMO   -9.045 eV
DFT total energy   -891.768316 hartree
Structure (SMILES)   CN(Cl)CI
Charge   0
Energy relative to the best compared isomer or geometry (same formula, charge and spin)   0.752 eV
LUMO   0.0102 hartree

Last columns: bonded neighbours and bond lengths (Å).
Cartesian coordinates (Å):
1 H -1.2177 1.0610 0.9117  C5 0.992
2 H 1.5767 -0.8898 0.2489  C4 1.094
3 N -0.0053 0.2474 -0.5547  C4 1.456, C5 1.456, Cl8 1.744
4 C 1.3631 0.1347 -0.0707  H2 1.094, N3 1.456, H6 1.041, H10 1.123
5 C -1.2096 0.3125 0.2608  H1 0.992, N3 1.456, I7 2.301, H9 0.999
6 H 1.8325 0.4959 -0.9267  C4 1.041
7 I -1.3549 -1.6028 1.5270  C5 2.301
8 Cl -0.3151 -0.8108 -1.9061  N3 1.744
9 H -1.9752 0.3393 -0.3801  C5 0.999
10 H 1.3054 0.7125 0.8900  C4 1.123

---

ORCA calculation (ωB97M-V/def2-TZVPD) on a cluster of 5 separate species, C16H45N3O7 in total at a distorted geometry.

Values from the calculation:
HOMO   -9.284 eV
DFT total energy   -1327.434650 hartree
Structure (SMILES)   COC[C@H](C)N.COC[C@H](C)N.COC[C@H](C)N.OCCO.OCCO
Charge   0
Energy relative to the best compared isomer or geometry (same formula, charge and spin)   0.916 eV
LUMO   0.0178 hartree

Last columns: bonded neighbours and bond lengths (Å).
Cartesian coordinates (Å):
1 O -17.7700 9.6812 4.7478  C22 1.400, C43 1.416
2 H -17.0133 11.2011 3.4778  C22 1.097
3 H -16.6058 2.4420 0.0697  C69 1.085
4 C -18.9624 9.5119 6.8346  H16 1.099, C21 1.529, N28 1.474, C43 1.510
5 H -9.5617 5.8366 11.1903  C7 1.100
6 H -10.5659 8.1519 10.1166  C27 1.094
7 C -9.8507 6.0837 10.1577  H5 1.100, H23 1.094, C27 1.518, O34 1.432
8 H -17.0019 13.2527 8.1463  C71 1.094
9 H -15.0852 4.2700 1.2662  C31 1.100
10 H -14.3486 9.7438 7.7350  C60 1.102
11 C -13.2097 5.9297 6.4009  H14 1.088, C42 1.514, H50 1.096, H59 1.094
12 H -15.5411 6.5505 7.8999  C17 1.097
13 C -15.8434 3.9974 3.1518  O18 1.419, C31 1.521, H58 1.098, H62 1.098
14 H -12.4249 6.0064 5.6505  C11 1.088
15 H -17.9126 12.2836 10.5990  O26 0.969
16 H -18.3966 8.6571 7.2301  C4 1.099
17 C -14.6057 7.0105 8.2422  H12 1.097, H37 1.093, C42 1.537, O67 1.412
18 O -16.6893 5.1252 2.9861  C13 1.419, C52 1.393
19 H -16.4232 9.6233 3.2459  C22 1.096
20 H -12.6755 8.4193 8.4677  N36 1.027
21 C -20.1380 8.7998 6.1649  C4 1.529, H35 1.091, H39 1.092, H45 1.099
22 C -16.7314 10.3058 4.0463  O1 1.400, H2 1.097, H19 1.096, H51 1.094
23 H -9.1135 5.5234 9.5755  C7 1.094
24 H -17.6168 2.7342 1.4969  C69 1.096
25 H -15.3474 12.1316 9.8390  C54 1.096
26 O -18.0444 12.3392 9.6409  H15 0.969, C71 1.412
27 C -9.7002 7.5545 9.8140  H6 1.094, C7 1.518, H49 1.090, O63 1.414
28 N -19.5184 10.1379 8.0482  C4 1.474, H55 1.018, H70 1.016
29 H -17.2193 4.0917 0.4930  C69 1.089
30 H -14.2290 2.1077 1.0326  N46 1.017
31 C -15.6261 3.4439 1.7518  H9 1.100, C13 1.521, N46 1.477, C69 1.519
32 H -17.6336 6.5660 4.1540  C52 1.089
33 O -15.9855 13.3640 11.3054  C54 1.432, H66 0.959
34 O -11.2064 5.6572 9.9842  C7 1.432, H57 0.962
35 H -19.9417 8.0393 5.4074  C21 1.091
36 N -12.2763 7.6824 7.8737  H20 1.027, C42 1.498, H65 1.027
37 H -14.1621 6.3355 8.9790  C17 1.093
38 H -15.7504 10.0909 8.6940  C60 1.088
39 H -20.7719 8.2681 6.8775  C21 1.092
40 H -18.6857 11.2705 5.6052  C43 1.099
41 H -15.8854 6.5993 4.2897  C52 1.100
42 C -13.5101 7.1927 7.1795  C11 1.514, C17 1.537, N36 1.498, H47 1.094
43 C -18.1258 10.3807 5.9260  O1 1.416, C4 1.510, H40 1.099, H61 1.098
44 H -14.0508 2.3808 2.5709  N46 1.018
45 H -20.7865 9.5506 5.6913  C21 1.099
46 N -14.7819 2.2384 1.8764  H30 1.017, C31 1.477, H44 1.018
47 H -13.7778 7.9499 6.4367  C42 1.094
48 H -17.3994 14.3562 9.3938  C71 1.098
49 H -8.8760 7.9881 10.3807  C27 1.090
50 H -14.1231 5.6609 5.8572  C11 1.096
51 H -15.8538 10.4741 4.6776  C22 1.094
52 C -16.7460 5.9361 4.1168  O18 1.393, H32 1.089, H41 1.100, H68 1.102
53 H -10.2861 7.6414 7.9451  O63 0.979
54 C -15.7662 13.1419 9.9081  H25 1.096, O33 1.432, H56 1.095, C71 1.508
55 H -18.8330 10.7948 8.4156  N28 1.018
56 H -15.0298 13.8181 9.4612  C54 1.095
57 H -11.2023 4.6953 9.9918  O34 0.962
58 H -14.8895 4.3154 3.5926  C13 1.098
59 H -12.9604 5.0614 7.0172  C11 1.094
60 C -15.2642 9.2868 8.1446  H10 1.102, H38 1.088, H64 1.097, O67 1.401
61 H -17.2435 10.6833 6.5046  C43 1.098
62 H -16.2660 3.2943 3.8813  C13 1.098
63 O -9.4385 7.6942 8.4313  C27 1.414, H53 0.979
64 H -15.8633 9.0157 7.2669  C60 1.097
65 H -12.1264 6.9813 8.6092  N36 1.027
66 H -15.3868 12.8305 11.8307  O33 0.959
67 O -14.9481 8.1839 8.9483  C17 1.412, C60 1.401
68 H -16.7735 5.3421 5.0447  C52 1.102
69 C -16.8228 3.1474 0.8646  H3 1.085, H24 1.096, H29 1.089, C31 1.519
70 H -20.3454 10.6546 7.7617  N28 1.016
71 C -17.1045 13.3104 9.2335  H8 1.094, O26 1.412, H48 1.098, C54 1.508